No. 1
{"formula": "C3H10N2", "method": "ωB97M-V/def2-TZVPD", "elements": ["H", "H", "H", "C", "H", "C", "C", "H", "H", "H", "N", "H", "H", "H", "N"], "coordinates": [[1.846236, 1.375115, -1.386855], [1.519710, -0.145315, 0.503054], [-1.465481, -1.605315, 0.431635], [-0.386290, 0.430287, -0.385193], [-1.928553, 0.904589, 1.031643], [-1.006600, 0.318464, 0.987396], [1.014177, -0.210090, -0.474367], [-0.295928, 0.678194, 1.736936], [2.682982, -0.030587, -1.642970], [-0.989354, 0.016919, -1.189854], [-1.308768, -1.100316, 1.295689], [-2.122509, -1.208616, 1.882563], [-0.238761, 1.482604, -0.630515], [0.914304, -1.285833, -0.603497], [1.764834, 0.379899, -1.555665]], "forces_ev_per_a": [[0.3, 0.0, -0.1], [-0.1, 0.3, 0.0], [-0.2, 0.0, 0.1], [1.2, 0.2, -0.1], [0.1, 0.3, 0.0], [-0.6, -0.9, 0.0], [-0.4, -0.4, 0.9], [-0.1, 0.2, 0.0], [0.1, 0.1, 0.0], [-0.4, -0.1, 0.1], [0.4, 0.2, -0.2], [0.0, 0.0, 0.0], [-0.2, 0.2, 0.1], [0.0, -0.1, -0.4], [-0.2, 0.0, -0.4]], "largest_force_ha_per_bohr": 0.023, "orbital_gap_ev": 10.39, "smiles": "NCCCN", "spin_multiplicity": 1, "charge": 0, "e_above_lowest_ev": 0.323}



No. 2
{"formula": "C3H9N3O", "method": "ωB97M-V/def2-TZVPD", "elements": ["H", "H", "C", "H", "H", "H", "O", "H", "H", "N", "N", "N", "C", "H", "C", "H"], "coordinates": [[0.069316, 1.959044, 2.318393], [-1.631790, -1.615282, -0.123500], [1.024351, -0.697001, -0.717454], [-1.422456, -1.293244, -1.862284], [-2.402813, -0.195227, -0.843761], [1.046078, -0.456342, 0.923622], [-0.825031, -0.339300, 2.100814], [0.910856, -1.776758, -0.864150], [-0.358263, 0.923604, -0.808831], [-0.321071, -0.061986, -0.563817], [0.297051, 1.556176, 1.417858], [2.015281, -0.096339, -1.291340], [-1.521170, -0.835292, -0.876757], [1.971783, 0.913972, -1.171153], [-0.046437, 0.201814, 1.338604], [1.194315, 1.812160, 1.023756]], "forces_ev_per_a": [[0.1, 0.0, -0.2], [-0.1, 0.0, 0.1], [-1.2, 1.5, -3.5], [-0.2, 0.0, -0.1], [0.2, 0.0, 0.0], [-1.7, 1.0, 2.0], [-0.2, 0.4, -1.0], [0.3, 0.1, 0.7], [0.2, -0.3, -0.4], [0.2, 0.3, 0.2], [-0.4, 0.3, -0.5], [-0.5, -1.0, 1.8], [0.6, -0.1, -0.1], [-0.3, 0.1, -0.4], [3.3, -2.1, 1.2], [-0.2, -0.1, 0.4]], "largest_force_ha_per_bohr": 0.080, "orbital_gap_ev": 9.18, "spin_multiplicity": 1, "charge": 0, "e_above_lowest_ev": 3.848}



No. 3
{"formula": "C10H8N3O6Zn", "method": "ωB97M-V/def2-TZVPD", "elements": ["O", "H", "N", "O", "C", "N", "C", "H", "C", "H", "H", "C", "C", "C", "C", "N", "O", "H", "O", "O", "C", "O", "C", "C", "H", "Zn", "H", "H"], "coordinates": [[-3.707982, -3.850256, -0.779878], [0.424833, 3.794541, 2.113896], [2.018110, -0.691641, -1.622020], [-3.485989, 0.975904, -0.232831], [-0.009927, 0.853869, 0.896407], [0.417232, 0.047038, -0.121661], [-2.954363, -3.017175, -0.593997], [2.884312, -0.491647, -2.109580], [-1.326216, -0.986703, -2.572357], [-0.597909, 2.486580, 2.753445], [-2.160634, -1.777553, -2.679702], [-2.717192, 0.140120, -0.353801], [2.480615, 1.237531, -0.237480], [-1.293509, -1.584969, 1.609598], [0.088581, -3.147654, -0.762647], [0.813780, 1.874154, 1.324570], [0.850612, -3.963152, -1.013123], [2.632407, 2.864114, 1.194240], [-1.268575, -1.718859, 2.747243], [-1.139362, 0.636183, 1.433593], [2.049861, 2.048266, 0.770081], [-0.806344, -0.266592, -3.355481], [0.406057, 2.744980, 2.425931], [1.624263, 0.208730, -0.678845], [3.450667, 1.370128, -0.702839], [-1.075937, -1.321905, -0.505637], [1.095754, 2.644514, 3.271537], [1.306854, -1.108546, -2.218662]], "forces_ev_per_a": [[1.6, 1.8, 0.5], [-0.1, -0.3, -0.1], [-0.1, 0.7, 0.1], [1.8, -1.8, -0.5], [-1.3, -0.2, 0.6], [0.6, 0.5, 0.6], [-2.0, -2.1, -0.6], [-0.2, 0.0, 0.2], [-0.1, -2.4, 3.3], [0.1, -0.1, -0.1], [-0.2, 0.9, -2.0], [-3.0, 2.4, 0.6], [0.5, 0.6, 0.3], [0.1, -0.9, 3.7], [2.5, -2.9, -0.2], [0.2, 0.0, 0.0], [-2.0, 2.1, 0.4], [-0.1, -0.2, -0.2], [-0.2, 0.2, -2.9], [2.3, 1.1, -0.7], [-0.3, -0.5, -0.4], [0.1, 0.7, -1.6], [0.0, 0.5, 0.5], [-0.4, -0.8, -0.3], [-0.1, 0.1, 0.2], [0.3, 0.6, -1.2], [-0.1, -0.2, -0.2], [0.0, 0.2, 0.3]], "largest_force_ha_per_bohr": 0.080, "orbital_gap_ev": 6.56, "spin_multiplicity": 1, "charge": 1, "e_above_lowest_ev": 0.000}



No. 4
{"formula": "C3H7N3O", "method": "ωB97M-V/def2-TZVPD", "elements": ["O", "N", "H", "C", "N", "H", "H", "H", "H", "H", "H", "C", "C", "N"], "coordinates": [[1.091948, -1.315512, -1.002445], [1.145964, -0.606788, 1.207745], [-1.095941, -2.029010, -0.431844], [0.310624, 1.909862, 0.284272], [0.095778, 0.673731, -0.427384], [1.376397, 2.163703, 0.264518], [-2.807923, -1.276112, -0.327145], [-0.335536, 2.663281, -0.170110], [0.036763, 1.840988, 1.345660], [0.675937, -1.004062, -1.821255], [1.683617, -1.464705, 1.329648], [-1.731106, -1.153766, -0.275938], [0.875096, -0.387478, -0.035326], [-1.321618, -0.014130, 0.059605]], "forces_ev_per_a": [[0.1, 0.2, -0.3], [0.6, 0.5, -1.6], [0.1, 0.1, -0.8], [-0.8, 0.3, 1.0], [-2.3, -2.3, 0.4], [-0.3, 0.0, -0.4], [-0.1, -0.2, 0.8], [0.4, 0.1, 0.0], [0.1, -0.1, -0.2], [0.2, 0.1, 0.1], [-0.1, 0.1, -0.1], [1.2, -0.3, 0.3], [1.2, -2.0, 2.7], [-0.3, 3.6, -1.9]], "largest_force_ha_per_bohr": 0.079, "orbital_gap_ev": 9.64, "smiles": "[H]/N=C(\\O)N(C)N=C", "spin_multiplicity": 1, "charge": 0, "e_above_lowest_ev": 3.953}